[1]
Below is a 26-piece molecular cluster, C3H57O26 overall at a distorted geometry, with properties calculated with ωB97M-V with the def2-TZVPD basis set.

Results
- Net charge: -1
- Kohn-Sham gap: 8.2432 eV
- ΔE to the lowest compared entry with this formula, charge and spin: 22.8 kcal per mole

```
86
Properties=species:S:1:pos:R:3:forces:R:3:mulliken_charge:R:1
O 1.9123 2.5057 -1.9476 0.6 -0.6 -0.4 -0.844
O 0.6923 -0.2883 4.5654 -0.4 0.1 0.4 -0.625
O 1.9533 -3.1153 -0.2976 -0.5 -0.8 0.1 -0.729
O -1.8277 -1.9683 3.6944 0.0 -2.8 0.5 -0.756
O -0.7627 -3.3453 -1.9766 1.4 0.4 -2.4 -0.557
O 3.1123 0.5197 0.6724 0.6 -0.8 0.2 -0.868
O 2.5313 3.4757 0.7534 0.1 0.8 0.8 -0.745
O -4.0527 -0.5783 -1.1546 -0.5 -1.1 0.8 -0.767
O -0.2087 -1.4753 -4.7446 -0.8 1.5 2.0 -0.537
O 0.3773 -3.6713 2.9694 1.0 0.4 0.7 -0.724
O 1.9683 2.7867 3.5024 -0.8 0.8 0.1 -0.823
O 3.0523 0.0897 3.5674 0.0 -0.6 1.7 -0.821
O -2.9557 -1.9143 -3.1346 1.0 0.8 -0.2 -0.618
O 0.6823 1.5647 0.3334 -1.8 -1.3 -0.3 -0.089
O 4.1253 -1.7223 -0.8246 -0.3 -0.2 0.7 -0.680
O -1.2557 -4.0953 0.5924 -0.5 0.1 -0.1 -0.726
O -3.8737 2.1247 0.5504 -1.0 -2.4 -0.3 -0.512
O -0.7397 2.2927 2.7354 -0.7 -0.2 0.1 -0.805
O 0.3953 2.8307 -4.2006 -0.9 0.3 -0.9 -0.707
O 3.6863 0.6447 -2.6156 0.4 0.1 0.2 -0.600
O -1.5867 0.7977 5.4744 -0.4 1.1 1.1 -0.654
O -2.2427 2.1367 -2.2226 -1.2 -1.4 -1.5 -0.639
O -1.1267 3.6837 -0.2806 -0.3 -0.9 -0.1 -0.813
O -2.8997 0.5797 2.4634 -1.7 -1.5 -0.7 -0.633
O -2.2927 0.4167 -4.5726 -0.6 0.6 -0.2 -0.656
O 1.9333 -2.2583 -3.0616 0.9 0.1 -1.1 -0.672
C -0.1987 0.4507 0.0174 0.4 1.0 0.7 2.882
C 0.1753 -0.0713 -1.3646 -1.1 -0.9 0.1 -0.562
C -0.0997 -0.6623 1.0824 -0.9 0.4 -0.8 0.154
H -0.4557 2.8447 -3.7456 -0.1 -0.1 -0.2 0.309
H 0.8663 0.1267 5.4234 -0.1 0.1 -0.1 0.291
H 0.2643 0.6907 -2.0916 0.2 1.2 -0.5 -0.075
H -4.6627 -0.4493 -1.8656 -0.9 0.4 -0.5 0.297
H 3.3313 -2.2403 -0.5506 1.0 0.1 -0.4 0.450
H -2.2317 1.2287 2.5244 1.6 1.4 0.7 0.275
H -0.0077 2.4117 3.3464 0.6 0.3 0.1 0.355
H -3.2587 2.7967 0.4564 2.2 2.3 -0.2 0.227
H 1.4753 -2.4663 -2.2526 -0.3 -0.5 0.7 0.238
H -0.3057 1.9017 1.9604 0.5 0.2 -0.5 -0.011
H -1.1697 -1.9773 4.3834 0.0 0.5 0.5 0.301
H -3.4917 -2.6803 -3.2096 -0.8 -1.0 0.1 0.232
H -0.4997 4.2807 -0.7046 0.2 -0.2 0.1 0.247
H 2.2263 0.8017 0.4434 -1.3 1.2 0.4 0.216
H -1.2327 -2.7223 -2.5646 -0.2 -0.3 0.4 0.329
H -0.1377 -1.8673 -5.5646 0.1 -1.2 -2.8 0.207
H -1.6657 1.7707 5.5794 0.0 -1.0 -0.3 0.335
H -2.1317 0.8067 -3.7206 -0.2 1.0 0.6 0.275
H 3.2153 -0.1573 -0.0006 1.0 -0.4 -0.2 0.373
H -0.3677 -0.3583 2.0704 0.2 0.9 0.7 -0.826
H 1.1253 -0.6003 -1.3446 0.1 -0.1 0.1 -0.248
H -0.9577 0.6637 4.7724 0.1 0.1 -0.7 0.294
H -0.6277 2.8317 -0.1076 0.6 0.9 0.2 0.438
H 2.6863 1.9647 -2.2586 -0.7 0.7 0.6 0.658
H 2.1033 2.7987 2.5524 0.0 0.8 -0.9 0.321
H 0.4223 -1.9163 -4.1916 0.9 -0.4 0.7 0.298
H -0.8677 -1.4223 0.9214 0.4 -0.4 -0.6 0.220
H 1.8073 2.9417 0.4254 -0.5 -0.4 -0.1 0.153
H 0.9703 2.4757 -3.5326 0.8 0.0 0.9 0.389
H -3.2027 2.2267 -2.4056 1.1 0.4 0.5 0.239
H -1.6147 -0.2423 -4.5046 0.7 -1.2 -0.7 0.478
H -3.3317 -1.3333 -2.4426 0.3 -0.8 -0.2 0.436
H -4.7167 2.5287 0.5654 -1.3 0.6 0.1 0.218
H 1.3263 -2.4253 -0.1106 -0.5 1.0 0.3 -0.044
H 1.1993 -3.4763 3.4704 -0.6 -0.4 -0.8 0.337
H -3.4357 0.1267 -1.2296 1.0 1.5 0.2 0.393
H -2.0857 -3.5953 0.6614 0.4 -0.2 0.3 0.332
H 2.4103 1.9747 3.6684 0.9 -1.5 0.9 0.438
H 1.0393 -1.1683 4.6604 -0.1 -0.9 0.3 0.276
H -0.1447 -2.8583 3.0504 -0.4 0.0 0.0 0.348
H -0.5867 -0.6913 -1.8556 0.1 -0.4 0.6 -0.282
H 1.3503 -3.8683 -0.2876 0.2 -0.4 -0.1 0.302
H -1.2647 0.7877 0.0674 0.4 -0.1 -0.4 -0.523
H -3.4347 0.9397 1.7234 0.3 -0.5 0.6 0.415
H 1.4683 1.9277 -1.2836 0.2 0.5 0.2 0.190
H 3.1553 3.4517 0.0364 0.4 -0.1 -0.4 0.350
H -1.9267 2.7247 -1.5386 -0.1 1.0 0.8 0.313
H -1.8077 -1.1513 3.2614 -0.3 2.5 -0.9 0.269
H -1.2367 -3.4223 -1.1816 -0.9 -0.1 1.6 0.355
H 4.4733 0.8117 -3.1446 -0.3 -0.2 -0.2 0.231
H 2.2093 -0.2843 3.9004 1.0 0.9 -0.7 0.531
H 4.3293 -1.9943 -1.7166 0.0 0.1 -0.2 0.274
H 2.7823 -2.7283 -3.0206 -0.7 0.1 0.0 0.295
H 2.9493 0.1317 2.6304 0.2 0.1 -1.9 0.338
H -0.7097 -3.8283 1.3444 -0.1 -0.1 0.1 0.290
H 3.0013 0.2207 -3.1376 0.1 -0.3 -0.4 0.312
H 0.9113 -1.0003 1.0934 0.8 -0.7 0.2 0.450
```
Forces are in eV/Å.

[2]
Below is C3H5AuO4 as an isolated structure at a distorted geometry, with properties calculated with ωB97M-V with the def2-TZVPD basis set.

Results
- Net charge: +1
- Kohn-Sham gap (alpha / beta): 8.1309 / 5.8376 eV
- ΔE to the lowest compared entry with this formula, charge and spin: 40.6 kcal per mole
- 2S+1: 4

```
13
Properties=species:S:1:pos:R:3:forces:R:3:nbo_charge:R:1
Au -1.5746 1.2158 -0.2106 -1.8 4.5 -5.1 1.033
O -1.2764 -2.4446 -0.6855 -0.3 2.5 0.2 -0.449
O -2.2768 -0.4404 -1.0184 -2.1 -1.6 -0.3 -0.517
O -0.2855 -0.4368 -0.2303 -0.7 0.3 1.5 -0.584
O -0.9073 1.4421 1.5324 3.9 -0.5 5.8 -0.930
C -1.3717 -1.2420 -0.6406 1.7 -5.3 -1.0 0.936
C 1.0584 -0.7221 -0.3104 1.9 -0.4 -2.5 0.073
C 1.9475 0.2128 -0.6766 -0.1 -0.7 1.5 -0.398
H -1.3195 1.9558 2.2332 -0.3 0.3 0.4 0.556
H 0.0074 1.1072 1.8317 -1.7 0.5 -0.4 0.555
H 1.8592 1.2601 -0.3923 -0.4 0.0 -0.8 0.217
H 2.9323 -0.1098 -1.0134 -0.2 0.0 0.5 0.258
H 1.2070 -1.7982 -0.4191 0.0 0.3 0.1 0.250
```
Forces are in eV/Å.

[3]
Below is a 2-piece molecular cluster, C3H5Br overall at a distorted geometry, with properties calculated with ωB97M-V with the def2-TZVPD basis set.

Results
- Kohn-Sham gap (alpha / beta): 7.6351 / 10.3021 eV
- ΔE to the lowest compared entry with this formula, charge and spin: 126.5 kcal per mole

```
9
Properties=species:S:1:pos:R:3:forces:R:3:nbo_charge:R:1
Br 2.6147 -0.0976 -0.1578 -0.2 0.0 0.2 0.112
C 0.7631 -0.0216 -0.0971 2.4 -2.5 -0.3 -0.071
C -0.3317 -0.4756 0.7804 -0.6 -0.4 -2.2 -0.447
C -0.2196 0.9031 0.0450 -4.1 2.3 0.4 -0.492
H -0.2199 -1.3011 -2.4563 0.1 0.0 0.1 0.000
H -0.9035 0.8600 -0.7983 -0.2 0.1 -0.3 0.227
H -0.4510 1.8860 0.4967 1.3 -0.5 0.3 0.236
H -0.1010 -0.6009 1.7953 0.1 0.2 1.4 0.216
H -1.1511 -1.1522 0.3921 1.2 0.7 0.4 0.219
```
Forces are in eV/Å.

Q: Among the records above, which one has the highest ΔE to the lowest compared entry with this formula, charge and spin?
A: C3H5Br